No. 1
Density functional theory data (ωB97M-V with the def2-TZVPD basis set) for a molecular structure, C17H13N4S4Ti in a non-equilibrium geometry.

Atoms and positions in Å:
Ti: -0.10 -0.05 -0.04
S: 0.55 0.33 2.42
C: 2.06 0.03 1.66
C: 3.32 -0.01 2.27
C: 4.43 -0.22 1.49
C: 4.31 -0.39 0.11
C: 3.05 -0.35 -0.44
N: 1.96 -0.16 0.32
H: 3.39 0.13 3.34
H: 5.41 -0.25 1.95
H: 5.17 -0.54 -0.52
H: 2.87 -0.49 -1.50
C: 0.20 -2.79 -5.03
C: -0.12 -1.48 -5.37
C: -0.18 -0.49 -4.39
C: 0.09 -0.82 -3.07
C: 0.41 -2.14 -2.73
C: 0.47 -3.11 -3.71
N: 0.04 0.16 -2.04
N: 0.04 1.39 -2.50
C: -0.02 2.36 -1.55
C: -0.01 3.70 -1.98
C: -0.07 4.70 -1.04
C: -0.14 4.36 0.32
C: -0.14 3.03 0.67
N: -0.07 2.03 -0.23
H: 0.24 -3.55 -5.80
H: -0.34 -1.22 -6.39
H: -0.43 0.52 -4.65
H: 0.61 -2.40 -1.70
H: 0.71 -4.13 -3.43
H: 0.04 3.89 -3.04
H: -0.08 5.73 -1.35
H: -0.20 5.11 1.09
H: -0.19 2.72 1.71
S: -3.19 -2.90 -0.57
C: -2.14 -1.83 0.05
S: -2.44 -0.09 0.16
S: -0.53 -2.27 0.63

Values from the calculation:
* ΔE to the lowest compared entry with this formula, charge and spin: 11.6 kcal per mole
* multiplicity: 2
* HOMO-LUMO gap (spin up / spin down): 0.230 / 0.217 Eh
* molecular weight: 449.5 Da
* E_tot: -90258.6142 eV
* lowest unoccupied orbital energy (spin up / spin down): -1.2105 / -1.8824 eV
* HOMO energy (spin up / spin down): -7.47 / -7.78 eV


No. 2
Density functional theory data (ωB97M-V with the def2-TZVPD basis set) for a single C17H13N9 molecule in a non-equilibrium geometry.

Atoms and positions in Å:
C: 0.23 2.49 6.25
C: 0.04 1.38 5.45
C: 0.60 0.08 5.94
C: 0.44 -1.05 5.10
C: 0.89 -2.44 5.44
N: 0.01 -0.78 3.84
N: -0.01 -1.55 2.78
C: -0.61 -0.85 1.79
C: -0.71 -1.36 0.41
C: -0.63 -2.90 0.23
C: -0.77 -3.48 -1.03
N: -0.76 -2.61 -2.13
N: -0.70 -3.03 -3.47
C: -0.70 -1.86 -4.08
C: -0.54 -1.63 -5.56
N: 0.22 -2.40 -6.33
C: 0.42 -1.99 -7.54
C: -0.07 -0.81 -8.03
C: -0.81 -0.03 -7.22
N: -0.95 -0.36 -5.90
N: -0.78 -0.81 -3.14
C: -0.80 -1.25 -1.99
C: -0.92 -0.54 -0.76
N: -1.09 0.47 2.32
C: -0.53 0.45 3.51
N: -0.43 1.52 4.33
H: -0.26 2.41 7.32
H: -0.29 3.25 5.53
H: 1.24 2.90 6.30
H: 1.30 0.02 6.79
H: 0.02 -3.05 5.37
H: 1.66 -2.72 4.71
H: 1.43 -2.42 6.46
H: -0.47 -3.45 1.10
H: -0.80 -4.52 -1.23
H: 1.03 -2.67 -8.23
H: 0.21 -0.47 -9.01
H: -1.10 0.96 -7.73
H: -0.99 0.51 -0.68

Values from the calculation:
* ΔE to the lowest compared entry with this formula, charge and spin: 42.0 kcal per mole
* structure (SMILES): Cc1cc(C)n2nc(-c3ccn4nc(-c5ncccn5)nc4c3)nc2n1
* HOMO-LUMO gap: 0.297 Eh
* molecular weight: 343.4 Da
* E_tot: -31247.0574 eV
* lowest unoccupied orbital energy: -0.3842 eV
* HOMO energy: -8.47 eV


No. 3
Density functional theory data (ωB97M-V with the def2-TZVPD basis set) for a molecular structure, C17H14AsF3MnN4O8S2 in a non-equilibrium geometry.

Atoms and positions in Å:
Mn: 0.62 -0.05 -0.46
N: 5.24 -5.53 0.18
C: 4.94 -4.18 0.21
C: 3.99 -3.64 -0.67
C: 3.72 -2.29 -0.66
C: 4.39 -1.47 0.23
C: 5.34 -1.97 1.10
C: 5.62 -3.32 1.08
S: 3.94 0.26 0.26
O: 4.13 0.80 -1.06
O: 4.62 0.93 1.33
N: 2.30 0.18 0.52
C: 1.84 -0.27 1.69
N: 2.61 -0.69 2.69
C: 1.98 -1.08 3.79
C: 0.60 -1.08 3.91
C: -0.12 -0.69 2.79
N: 0.48 -0.28 1.69
H: 4.53 -6.12 -0.23
H: 5.66 -5.91 1.01
H: 3.46 -4.30 -1.34
H: 3.00 -1.86 -1.34
H: 5.84 -1.29 1.76
H: 6.38 -3.73 1.74
H: 2.63 -1.41 4.59
H: 0.09 -1.41 4.80
H: -1.20 -0.69 2.79
O: 1.65 -0.08 -1.98
As: 0.13 1.96 -2.50
O: -0.53 3.45 -2.70
O: 0.20 1.66 -0.79
C: -1.32 0.70 -3.29
C: -2.39 1.38 -3.84
C: -3.41 0.71 -4.49
C: -3.39 -0.67 -4.57
C: -2.34 -1.37 -4.00
C: -1.29 -0.69 -3.38
S: -0.24 -2.55 -1.74
O: -0.21 -1.44 -2.95
O: -1.40 -0.38 -0.75
O: 0.59 -2.04 -0.58
H: 2.50 0.38 -1.95
H: -2.39 2.46 -3.75
H: -4.23 1.27 -4.93
H: -4.17 -1.21 -5.09
H: -2.30 -2.45 -4.03
F: -3.59 -0.41 -0.48
C: -2.33 -0.51 0.06
F: -2.39 -1.76 0.69
F: -2.38 0.35 1.12

Values from the calculation:
* ΔE to the lowest compared entry with this formula, charge and spin: 89.0 kcal per mole
* multiplicity: 5
* HOMO-LUMO gap (spin up / spin down): 0.261 / 0.232 Eh
* molecular weight: 653.3 Da
* E_tot: -162178.8836 eV
* total charge: -1
* lowest unoccupied orbital energy (spin up / spin down): 2.3060 / 0.7429 eV
* HOMO energy (spin up / spin down): -4.81 / -5.57 eV


No. 4
Density functional theory data (ωB97M-V with the def2-TZVPD basis set) for a molecular structure, C17H14BiClN3O2S.

Atoms and positions in Å:
Bi: 0.40 -1.08 -0.67
O: 2.50 -0.53 -0.59
C: 3.08 0.27 0.31
C: 4.32 -0.13 0.86
C: 4.99 0.67 1.77
C: 4.45 1.89 2.17
C: 3.25 2.30 1.64
C: 2.56 1.52 0.70
C: 1.26 1.97 0.16
N: 0.54 2.85 0.72
C: -0.77 3.15 0.15
C: -1.36 2.18 -0.87
N: -1.43 0.83 -0.32
C: -2.52 0.41 0.18
C: -2.71 -0.87 0.88
C: -4.02 -1.38 0.91
C: -4.33 -2.55 1.57
C: -3.31 -3.22 2.26
C: -2.02 -2.73 2.28
C: -1.65 -1.52 1.60
O: -0.44 -1.08 1.67
H: 4.71 -1.09 0.54
H: 5.94 0.33 2.17
H: 4.98 2.51 2.88
H: 2.80 3.24 1.93
H: 0.96 1.50 -0.78
H: -0.74 4.15 -0.30
H: -1.46 3.21 0.99
H: -0.78 2.15 -1.79
H: -2.36 2.55 -1.12
H: -3.41 1.04 0.10
H: -4.80 -0.83 0.39
H: -5.34 -2.93 1.57
H: -3.53 -4.14 2.79
H: -1.23 -3.24 2.81
Cl: 0.68 -3.47 -1.61
S: -0.44 1.00 -5.14
C: 0.02 0.36 -3.73
N: 0.36 -0.09 -2.70

Values from the calculation:
* ΔE to the lowest compared entry with this formula, charge and spin: 26.3 kcal per mole
* HOMO-LUMO gap: 0.285 Eh
* molecular weight: 568.8 Da
* E_tot: -55622.1947 eV
* total charge: -1
* lowest unoccupied orbital energy: 2.6568 eV
* HOMO energy: -5.11 eV


No. 5
Density functional theory data (ωB97M-V with the def2-TZVPD basis set) for 12 unconnected molecules or ions with the total composition C17H14Cl44NO6P2 in a non-equilibrium geometry.

Atoms and positions in Å:
N: -2.87 -4.16 -0.41
P: -4.20 -3.17 -1.04
O: -4.63 -2.13 0.29
C: -3.55 -1.99 -2.39
C: -3.02 -2.87 -3.63
C: -1.56 -2.44 -4.17
C: -0.51 -2.76 -3.01
C: 0.80 -1.83 -2.98
O: 0.63 -0.50 -3.52
C: -0.20 0.32 -2.71
O: -1.30 0.73 -3.16
P: -5.00 -0.92 -2.99
O: -5.96 -0.51 -1.85
O: -4.38 0.51 -3.75
O: -5.96 -1.72 -4.17
H: -2.05 -3.56 -0.21
H: -3.18 -4.47 0.54
H: -3.98 -1.38 0.19
H: -3.71 -2.87 -4.55
H: -2.91 -3.96 -3.26
H: -1.52 -1.39 -4.59
H: -1.34 -3.15 -5.06
H: -0.13 -3.84 -3.21
H: -0.98 -2.81 -1.96
H: 1.60 -2.35 -3.62
H: 1.21 -1.85 -1.90
H: 0.10 0.71 -1.66
H: -3.92 0.98 -3.03
H: -6.71 -1.15 -4.45
C: 2.57 0.37 0.55
Cl: 0.90 0.44 -0.06
Cl: 2.65 1.25 2.09
Cl: 3.04 -1.32 0.81
Cl: 3.67 1.12 -0.63
C: 0.71 -0.96 5.32
Cl: -0.50 -1.75 6.35
Cl: 1.22 0.57 6.08
Cl: 2.11 -2.03 5.13
Cl: 0.01 -0.62 3.72
C: -2.50 -6.22 -5.57
Cl: -3.21 -4.89 -6.51
Cl: -2.98 -7.78 -6.30
Cl: -0.73 -6.08 -5.59
Cl: -3.09 -6.14 -3.90
C: 7.08 2.05 2.67
Cl: 6.98 3.77 3.12
Cl: 8.70 1.70 2.03
Cl: 6.78 1.05 4.11
Cl: 5.86 1.69 1.43
C: -0.45 -5.67 6.36
Cl: 1.23 -5.16 6.11
Cl: -0.50 -7.38 6.83
Cl: -1.18 -4.68 7.64
Cl: -1.36 -5.44 4.85
C: 7.67 7.80 4.41
Cl: 6.46 7.02 5.45
Cl: 8.19 9.33 5.15
Cl: 9.07 6.73 4.22
Cl: 6.95 8.13 2.82
C: -0.45 -3.82 -9.33
Cl: -2.13 -3.78 -9.92
Cl: -0.33 -2.91 -7.81
Cl: 0.03 -5.51 -9.06
Cl: 0.62 -3.09 -10.55
C: 10.39 9.55 0.44
Cl: 10.28 11.27 0.88
Cl: 12.01 9.20 -0.20
Cl: 10.08 8.55 1.88
Cl: 9.17 9.18 -0.80
C: 3.18 8.70 7.31
Cl: 4.86 9.20 7.05
Cl: 3.13 6.99 7.79
Cl: 2.45 9.70 8.58
Cl: 2.26 8.91 5.80
C: -4.44 -0.49 5.11
Cl: -4.56 1.23 5.57
Cl: -2.80 -0.83 4.52
Cl: -4.77 -1.50 6.53
Cl: -5.62 -0.85 3.84
C: -9.90 -0.42 -2.01
Cl: -10.24 1.15 -1.25
Cl: -8.86 -1.38 -0.94
Cl: -11.43 -1.29 -2.28
Cl: -9.08 -0.16 -3.56

Values from the calculation:
* ΔE to the lowest compared entry with this formula, charge and spin: 74.8 kcal per mole
* HOMO-LUMO gap: 0.156 Eh
* molecular weight: 1950.2 Da
* E_tot: -601191.9884 eV
* total charge: -1
* lowest unoccupied orbital energy: 0.8732 eV
* HOMO energy: -3.38 eV


No. 6
Density functional theory data (ωB97M-V with the def2-TZVPD basis set) for a single C17H14ClN3O2 molecule.

Atoms and positions in Å:
C: -3.36 3.31 -0.28
C: -2.20 2.39 -0.14
C: -2.22 0.98 -0.10
C: -0.91 0.60 0.04
N: -0.28 -0.62 0.10
C: -0.72 -1.85 -0.33
C: -1.84 -1.97 -1.16
C: -2.30 -3.19 -1.57
C: -1.67 -4.36 -1.17
C: -0.55 -4.27 -0.37
C: -0.05 -3.03 0.05
C: 1.17 -3.12 0.87
O: 1.65 -4.15 1.26
O: 1.77 -1.94 1.18
N: -0.17 1.76 0.10
C: 1.20 1.92 0.28
C: 1.89 2.84 -0.51
C: 3.25 3.01 -0.35
C: 3.95 2.26 0.59
C: 3.25 1.38 1.40
Cl: 4.09 0.46 2.60
C: 1.88 1.21 1.27
N: -0.97 2.84 -0.04
H: -3.01 4.34 -0.25
H: -3.87 3.13 -1.23
H: -4.07 3.14 0.52
H: -3.09 0.36 -0.13
H: 0.67 -0.61 0.46
H: -2.32 -1.07 -1.52
H: -3.16 -3.25 -2.23
H: -2.04 -5.32 -1.48
H: -0.02 -5.15 -0.06
H: 2.57 -2.11 1.71
H: 1.33 3.41 -1.24
H: 3.78 3.72 -0.96
H: 5.01 2.38 0.71
H: 1.35 0.57 1.96

Values from the calculation:
* ΔE to the lowest compared entry with this formula, charge and spin: 6.6 kcal per mole
* structure (SMILES): Cc1cc(Nc2ccccc2C(=O)O)n(-c2cccc(Cl)c2)n1
* HOMO-LUMO gap: 0.303 Eh
* molecular weight: 327.8 Da
* E_tot: -38944.6958 eV
* lowest unoccupied orbital energy: 0.3288 eV
* HOMO energy: -7.92 eV


No. 7
Density functional theory data (ωB97M-V with the def2-TZVPD basis set) for a single C17H14ClN3O3 molecule in a non-equilibrium geometry.

Atoms and positions in Å:
C: 5.13 2.61 0.61
C: 4.56 1.28 1.04
O: 4.96 0.66 2.00
N: 3.56 0.86 0.21
C: 2.78 -0.29 0.29
C: 2.85 -1.21 1.33
C: 2.02 -2.31 1.35
C: 1.11 -2.52 0.33
C: 1.03 -1.61 -0.72
C: 1.85 -0.50 -0.74
O: 1.86 0.45 -1.76
C: 0.69 0.61 -2.52
C: -0.47 0.97 -1.66
N: -0.66 2.08 -1.03
N: -1.80 1.96 -0.34
C: -2.27 0.77 -0.57
C: -3.47 0.14 -0.05
C: -3.71 -1.20 -0.35
C: -4.83 -1.84 0.13
C: -5.74 -1.15 0.92
C: -5.52 0.18 1.22
C: -4.39 0.83 0.75
Cl: -4.14 2.48 1.14
O: -1.46 0.08 -1.42
H: 5.51 2.55 -0.41
H: 5.94 2.89 1.28
H: 4.35 3.38 0.65
H: 3.32 1.45 -0.57
H: 3.56 -1.04 2.12
H: 2.08 -3.01 2.17
H: 0.46 -3.38 0.34
H: 0.32 -1.79 -1.51
H: 0.91 1.44 -3.20
H: 0.45 -0.29 -3.11
H: -3.00 -1.73 -0.97
H: -5.00 -2.88 -0.11
H: -6.62 -1.64 1.30
H: -6.21 0.73 1.84

Values from the calculation:
* ΔE to the lowest compared entry with this formula, charge and spin: 56.4 kcal per mole
* structure (SMILES): CC(=O)Nc1ccccc1OCc1nnc(-c2ccccc2Cl)o1
* HOMO-LUMO gap: 0.309 Eh
* molecular weight: 343.8 Da
* E_tot: -40991.1588 eV
* lowest unoccupied orbital energy: 0.0582 eV
* HOMO energy: -8.36 eV


No. 8
Density functional theory data (ωB97M-V with the def2-TZVPD basis set) for a molecular structure, C17H14F3FeN4SSe3Te.

Atoms and positions in Å:
Fe: -0.73 2.32 0.49
C: 3.27 1.91 -0.85
C: 1.79 2.01 -0.68
N: 1.19 2.19 0.44
N: 1.88 2.27 1.61
C: 1.17 2.40 2.77
N: 1.93 2.36 3.90
S: -0.47 2.54 2.78
C: 0.85 1.89 -1.81
C: 1.25 1.57 -3.10
C: 0.29 1.49 -4.10
C: -1.03 1.74 -3.77
C: -1.35 2.03 -2.46
N: -0.44 2.09 -1.50
H: 3.80 2.53 -0.12
H: 3.56 2.27 -1.83
H: 3.62 0.88 -0.75
H: 2.88 2.14 1.61
H: 2.89 2.64 3.86
H: 1.44 2.58 4.75
H: 2.29 1.38 -3.32
H: 0.58 1.24 -5.11
H: -1.81 1.70 -4.52
H: -2.37 2.23 -2.16
Se: -3.08 2.05 0.59
Se: -4.29 3.97 0.44
Te: -2.66 5.82 0.73
Se: -0.54 4.75 0.08
F: -0.07 -7.18 0.34
C: -1.14 -6.55 0.86
F: -1.28 -6.99 2.13
F: -2.22 -7.01 0.18
C: -1.03 -5.06 0.79
C: 0.08 -4.45 0.23
C: 0.15 -3.07 0.18
C: -0.88 -2.27 0.67
C: -2.00 -2.91 1.23
C: -2.07 -4.29 1.28
C: -0.81 -0.85 0.62
C: -0.77 0.37 0.60
H: 0.89 -5.05 -0.16
H: 1.02 -2.59 -0.26
H: -2.81 -2.30 1.61
H: -2.94 -4.77 1.71

Values from the calculation:
* multiplicity: 2
* HOMO-LUMO gap (spin up / spin down): 0.226 / 0.186 Eh
* molecular weight: 783.7 Da
* E_tot: -280523.8053 eV
* lowest unoccupied orbital energy (spin up / spin down): -0.6578 / -1.6479 eV
* HOMO energy (spin up / spin down): -6.81 / -6.71 eV


No. 9
Density functional theory data (ωB97M-V with the def2-TZVPD basis set) for a molecular structure, C17H14F5N2O5STe2V in a non-equilibrium geometry.

Atoms and positions in Å:
V: 0.43 0.34 1.67
O: -0.34 -0.07 4.95
C: -0.79 -0.22 3.84
O: -1.04 0.75 2.99
C: -0.93 -1.61 3.12
O: -1.42 -2.58 3.64
O: -0.49 -1.52 1.89
C: -1.95 1.37 -1.91
Te: -2.09 1.07 0.20
C: -3.50 -0.46 -0.22
C: -3.73 -0.41 -1.71
C: -4.67 -1.25 -2.30
C: -4.88 -1.25 -3.67
C: -4.14 -0.39 -4.47
C: -3.20 0.45 -3.90
C: -2.99 0.45 -2.52
H: -0.96 1.10 -2.26
H: -2.13 2.41 -2.14
H: -4.41 -0.23 0.33
H: -3.13 -1.43 0.11
H: -5.25 -1.92 -1.67
H: -5.62 -1.91 -4.10
H: -4.29 -0.39 -5.54
H: -2.61 1.11 -4.52
N: -0.02 -1.66 -0.92
C: 1.26 -1.21 -0.88
N: 1.73 -0.51 0.11
C: 3.10 -0.26 -0.05
C: 3.93 0.37 0.87
C: 5.27 0.52 0.55
C: 5.78 0.06 -0.67
C: 4.97 -0.57 -1.59
C: 3.63 -0.73 -1.26
S: 2.38 -1.54 -2.18
H: -0.45 -1.79 0.00
H: -0.23 -2.37 -1.61
H: 3.53 0.71 1.82
H: 5.92 1.00 1.26
H: 6.83 0.20 -0.89
H: 5.36 -0.94 -2.53
F: 1.97 3.88 3.50
Te: 1.39 2.13 3.89
F: 1.59 2.45 5.77
F: 3.31 1.90 3.90
F: 1.73 -0.09 3.15
F: -0.25 3.12 4.09
O: 1.38 1.91 1.86

Values from the calculation:
* ΔE to the lowest compared entry with this formula, charge and spin: 48.3 kcal per mole
* multiplicity: 4
* HOMO-LUMO gap (spin up / spin down): 0.271 / 0.254 Eh
* molecular weight: 759.5 Da
* E_tot: -95776.7444 eV
* total charge: -1
* lowest unoccupied orbital energy (spin up / spin down): 1.8526 / 0.7161 eV
* HOMO energy (spin up / spin down): -5.52 / -6.19 eV


No. 10
Density functional theory data (ωB97M-V with the def2-TZVPD basis set) for a molecular structure, C17H14FeN5S4Se in a non-equilibrium geometry.

Atoms and positions in Å:
Fe: 0.14 0.54 0.49
N: -2.57 2.87 -0.75
C: -2.83 1.56 -0.93
N: -2.09 0.60 -0.47
C: -2.63 -0.64 -0.73
C: -3.82 -0.62 -1.38
S: -4.30 1.01 -1.73
C: -1.85 -1.81 -0.37
C: -2.28 -3.10 -0.42
S: -1.00 -4.19 -0.01
C: 0.06 -2.79 0.21
N: -0.53 -1.65 0.00
N: 1.34 -2.94 0.54
H: -1.65 3.09 -0.40
H: -2.99 3.53 -1.37
H: -4.44 -1.44 -1.67
H: -3.25 -3.48 -0.65
H: 1.75 -3.85 0.63
H: 1.90 -2.10 0.70
S: 2.34 -0.08 1.37
C: 2.06 -0.19 3.09
C: 3.04 -0.75 3.91
C: 2.84 -0.83 5.27
C: 1.67 -0.35 5.84
C: 0.70 0.23 5.05
C: 0.88 0.30 3.66
S: -0.37 1.01 2.67
H: 3.96 -1.10 3.46
H: 3.60 -1.28 5.89
H: 1.52 -0.40 6.91
H: -0.20 0.62 5.48
Se: 0.75 2.00 -1.20
C: 1.16 3.79 -0.63
C: 0.53 4.36 0.48
C: 0.84 5.66 0.81
N: 1.73 6.39 0.15
C: 2.34 5.84 -0.88
C: 2.08 4.56 -1.33
H: -0.18 3.79 1.08
H: 0.37 6.16 1.65
H: 3.07 6.47 -1.38
H: 2.59 4.14 -2.19

Values from the calculation:
* ΔE to the lowest compared entry with this formula, charge and spin: 5.2 kcal per mole
* multiplicity: 6
* HOMO-LUMO gap (spin up / spin down): 0.280 / 0.243 Eh
* molecular weight: 551.4 Da
* E_tot: -168383.0763 eV
* lowest unoccupied orbital energy (spin up / spin down): 0.1610 / -1.0679 eV
* HOMO energy (spin up / spin down): -7.46 / -7.67 eV